Entry from the OMol25 dataset: 2 unconnected molecules or ions with the total composition C2H5NO2S in a non-equilibrium geometry (the ωB97M-V functional and the def2-TZVPD basis).

XYZ file:
```
11
Properties=species:S:1:pos:R:3:forces:R:3
C -1.32623 -1.33474 -0.13339 1.6 0.6 0.5
C -1.71722 0.04687 -0.45542 -2.0 -0.6 3.0
N 2.08360 1.56981 0.49279 -0.2 -0.3 0.9
O 3.76147 -0.19665 0.01203 1.0 -1.0 0.1
O -0.23637 -1.55603 0.38945 -2.0 -0.8 -0.9
S 2.37554 0.09909 0.23496 -0.1 2.3 -0.2
H -2.22187 -1.98052 -0.23899 0.8 -1.0 0.1
H -2.34660 0.11782 0.57253 0.6 0.6 -2.4
H -2.26553 0.27917 -1.33509 -0.9 -0.2 -0.5
H -0.95132 0.71890 -0.31280 2.0 1.4 0.2
H 2.84453 2.23628 0.77393 -0.6 -1.0 -0.8
```
Positions in Å, forces in eV/Å.

Computed properties:
Orbital gap: 9.79 eV
ΔE to the lowest compared entry with this formula, charge and spin: 231.19 kJ/mol
LUMO: -0.2872 eV

Löwdin atomic charge list, values in e, 8 entries: number 1, C, carries -0.327; number 2, C, carries -0.050; number 3, N, carries -0.322; number 4, O, carries -0.507; number 5, O, carries -0.035; number 6, S, carries 0.836; number 7, H, carries 0.120; number 8, H, carries 0.156